No. 1
One molecule with the formula C7H12, computed with the ωB97M-V functional and the def2-TZVPD basis.

Output
LUMO energy = 1.07 eV
Orbital gap = 0.3688 hartree
Relative energy (zero: lowest compared OMol25 entry of this formula, charge and spin) = 28.6 kcal per mole
Calculated total energy = -273.86303 hartree
Strongest force on any atom = 0.0417 Eh/bohr
Structure (SMILES) = C=C(C)C(=C)CC

Geometry (Å):
C  1.766  0.643  1.945
C  0.985  -0.319  1.051
C  -0.169  0.265  0.288
C  -0.691  1.450  0.585
C  -2.009  -0.448  -1.132
C  -0.704  -0.522  -0.861
C  0.241  -1.000  -1.930
H  1.137  1.172  2.632
H  2.355  1.332  1.335
H  2.511  0.119  2.547
H  1.695  -0.843  0.408
H  0.622  -1.111  1.723
H  -0.506  2.014  1.490
H  -1.350  1.973  -0.098
H  -2.652  0.052  -0.419
H  -2.419  -0.637  -2.115
H  0.847  -0.220  -2.389
H  0.887  -1.742  -1.461
H  -0.307  -1.495  -2.730

No. 2
An isolated ion of composition C5H11N6OS and charge +1, computed with the ωB97M-V functional and the def2-TZVPD basis.

Output
Net charge = +1
LUMO energy = -5.39 eV
Orbital gap = 0.2756 hartree
Relative energy (zero: lowest compared OMol25 entry of this formula, charge and spin) = 41.7 kcal per mole
Calculated total energy = -998.70792 hartree
Strongest force on any atom = 0.0731 Eh/bohr
Structure (SMILES) = N[N+]1=C(O)N=N[C@@]2(N)CSC[C@@]12N

Geometry (Å):
C  2.379  -0.269  -0.340
C  -0.338  -2.304  0.050
C  -0.166  -0.220  1.520
C  -0.231  -1.063  -0.891
C  0.015  0.270  0.040
N  1.989  -1.097  -1.324
N  0.845  -1.339  -1.765
N  1.469  0.699  0.067
N  -1.402  -0.856  -1.685
N  -0.759  1.382  -0.241
N  1.843  1.940  0.438
O  3.661  -0.313  -0.061
S  0.505  -1.866  1.531
H  -1.473  -2.465  0.353
H  0.124  -3.331  -0.361
H  0.247  0.553  2.311
H  -1.225  -0.280  1.665
H  -1.130  -0.641  -2.695
H  -2.218  -1.477  -1.688
H  -0.312  2.296  -0.462
H  -1.561  1.147  -0.922
H  3.968  0.564  0.219
H  1.441  2.721  -0.005
H  2.387  2.138  1.222

No. 3
C23H38N4O5PRe as an isolated structure, computed with the ωB97M-V functional and the def2-TZVPD basis.

Output
2S+1 = 4
Net charge = +1
<S²> = 3.77
LUMO energy (spin up / spin down) = -3.15 / -4.26 eV
Orbital gap (spin up / spin down) = 0.3066 / 0.2875 hartree
Calculated total energy = -1913.91996 hartree
Strongest force on any atom = 0.0127 Eh/bohr

Geometry (Å):
Re  1.801  -1.185  -0.619
O  3.349  2.109  0.151
C  3.513  1.052  -0.372
O  2.621  0.488  -1.241
C  4.747  0.171  -0.161
C  4.911  -0.804  -1.330
C  6.261  -1.500  -1.316
C  6.104  -2.491  -0.139
C  4.700  -2.185  0.347
O  3.983  -1.872  -0.905
C  4.617  -0.829  1.060
C  3.300  -0.732  1.834
O  3.159  -0.117  2.843
O  2.314  -1.474  1.253
H  5.604  0.829  -0.031
H  4.591  -0.420  -2.292
H  7.066  -0.782  -1.171
H  6.435  -2.020  -2.255
H  6.834  -2.341  0.654
H  6.176  -3.523  -0.477
H  4.189  -2.998  0.851
H  5.427  -0.679  1.770
N  0.031  -1.049  -0.745
P  -1.247  -0.109  -0.276
N  -0.756  1.231  0.511
C  -0.654  2.541  -0.155
C  -0.921  3.652  0.851
C  0.031  3.549  2.038
C  -0.060  2.170  2.682
C  0.178  1.086  1.643
N  -2.072  0.242  -1.628
C  -1.431  0.435  -2.942
C  -2.452  0.161  -4.034
C  -3.598  1.183  -3.987
C  -3.824  1.697  -2.559
C  -3.498  0.628  -1.528
N  -2.204  -0.950  0.728
C  -2.614  -2.310  0.323
C  -2.634  -3.216  1.542
C  -3.688  -2.739  2.555
C  -3.911  -1.225  2.450
C  -2.628  -0.505  2.070
H  -1.373  2.574  -0.972
H  0.353  2.659  -0.573
H  -1.958  3.584  1.194
H  -0.804  4.614  0.349
H  -0.193  4.324  2.771
H  1.056  3.716  1.692
H  -1.047  2.031  3.134
H  0.686  2.058  3.470
H  0.080  0.091  2.076
H  1.203  1.191  1.269
H  -0.589  -0.252  -3.016
H  -1.039  1.454  -3.034
H  -2.836  -0.852  -3.892
H  -1.959  0.177  -5.006
H  -4.510  0.724  -4.368
H  -3.376  2.027  -4.641
H  -4.857  2.018  -2.423
H  -3.199  2.573  -2.367
H  -4.128  -0.253  -1.689
H  -3.701  0.997  -0.521
H  -1.913  -2.678  -0.426
H  -3.605  -2.274  -0.141
H  -1.638  -3.204  1.991
H  -2.830  -4.242  1.231
H  -3.367  -3.001  3.564
H  -4.633  -3.255  2.384
H  -4.280  -0.823  3.393
H  -4.670  -1.001  1.696
H  -1.851  -0.721  2.810
H  -2.776  0.574  2.051

No. 4
A 14-piece molecular cluster, C28H84O14 overall, computed with the ωB97M-V functional and the def2-TZVPD basis.

Output
LUMO energy = 0.35 eV
Orbital gap = 0.3533 hartree
Relative energy (zero: lowest compared OMol25 entry of this formula, charge and spin) = 4.3 kcal per mole
Calculated total energy = -2170.47327 hartree
Strongest force on any atom = 0.0282 Eh/bohr

Geometry (Å):
C  -4.455  -1.662  4.538
C  -3.521  -1.887  3.367
O  -2.600  -0.790  3.228
H  -5.191  -2.463  4.653
H  -5.039  -0.750  4.421
H  -3.893  -1.608  5.471
H  -4.087  -1.979  2.436
H  -2.916  -2.795  3.445
H  -1.786  -1.013  3.698
C  4.837  1.426  -0.499
C  4.440  0.808  0.831
O  3.711  -0.395  0.645
H  5.395  2.366  -0.407
H  3.965  1.715  -1.087
H  5.468  0.742  -1.065
H  3.764  1.463  1.403
H  5.344  0.689  1.429
H  2.835  -0.249  0.221
C  -0.647  3.734  0.618
C  0.759  4.267  0.566
O  1.647  3.231  0.137
H  -1.043  3.466  -0.364
H  -1.315  4.487  1.041
H  -0.716  2.823  1.218
H  1.056  4.601  1.565
H  0.787  5.122  -0.117
H  2.505  3.666  0.056
C  3.935  -3.281  3.483
C  3.722  -1.822  3.905
O  2.646  -1.229  3.166
H  4.740  -3.715  4.081
H  4.159  -3.275  2.418
H  3.065  -3.906  3.683
H  4.619  -1.222  3.731
H  3.486  -1.774  4.972
H  3.071  -0.857  2.368
C  -0.909  -2.853  -4.306
C  -1.673  -1.723  -4.994
O  -2.310  -0.841  -4.052
H  -0.158  -2.458  -3.619
H  -0.480  -3.472  -5.093
H  -1.606  -3.393  -3.663
H  -2.519  -2.172  -5.531
H  -1.035  -1.181  -5.688
H  -3.010  -1.348  -3.618
C  1.369  5.413  -3.410
C  0.892  4.009  -3.081
O  0.462  3.350  -4.272
H  2.358  5.389  -3.873
H  1.454  6.024  -2.509
H  0.705  5.887  -4.132
H  0.073  4.054  -2.355
H  1.694  3.442  -2.592
H  -0.158  2.632  -3.990
C  -1.004  -3.109  5.849
C  0.323  -2.647  5.235
O  0.042  -1.662  4.252
H  -0.797  -3.876  6.599
H  -1.714  -3.527  5.137
H  -1.460  -2.259  6.360
H  0.820  -3.522  4.810
H  0.878  -2.227  6.079
H  0.856  -1.546  3.724
C  2.032  -0.244  -4.586
C  3.004  0.867  -4.279
O  2.746  2.028  -5.053
H  2.220  -1.112  -3.944
H  2.082  -0.566  -5.626
H  1.001  0.073  -4.397
H  4.028  0.577  -4.529
H  2.976  1.108  -3.210
H  1.957  2.509  -4.708
C  0.043  -0.443  0.993
C  0.326  -0.207  -0.479
O  1.519  0.529  -0.687
H  0.110  0.509  1.530
H  0.799  -1.108  1.415
H  -0.935  -0.871  1.211
H  -0.522  0.289  -0.969
H  0.370  -1.158  -1.016
H  1.370  1.452  -0.430
C  -3.533  0.956  -0.008
C  -3.946  1.696  1.259
O  -4.662  0.809  2.121
H  -4.378  0.466  -0.491
H  -2.772  0.208  0.220
H  -3.119  1.634  -0.762
H  -4.593  2.535  0.999
H  -3.077  2.066  1.813
H  -3.994  0.224  2.522
C  1.449  -4.187  -1.505
C  2.664  -3.279  -1.458
O  3.738  -3.900  -2.170
H  1.021  -4.141  -2.509
H  0.682  -3.904  -0.780
H  1.735  -5.206  -1.248
H  2.984  -3.205  -0.408
H  2.461  -2.272  -1.842
H  4.556  -3.540  -1.816
C  -2.333  -2.656  -0.690
C  -3.747  -2.979  -1.119
O  -3.997  -2.476  -2.433
H  -1.602  -3.309  -1.165
H  -2.256  -2.718  0.396
H  -2.088  -1.609  -0.882
H  -4.409  -2.463  -0.413
H  -3.919  -4.059  -1.100
H  -4.863  -2.794  -2.706
C  -3.629  2.389  -4.244
C  -2.576  2.593  -3.160
O  -1.458  1.719  -3.294
H  -4.396  3.150  -4.062
H  -4.125  1.422  -4.207
H  -3.209  2.581  -5.230
H  -3.043  2.476  -2.173
H  -2.193  3.614  -3.202
H  -1.786  0.809  -3.438
C  1.072  2.408  3.358
C  0.936  1.565  4.613
O  0.465  2.397  5.689
H  1.416  1.807  2.503
H  1.782  3.226  3.471
H  0.111  2.782  2.990
H  1.890  1.125  4.886
H  0.185  0.787  4.477
H  -0.410  2.704  5.439

No. 5
A 3-piece molecular cluster, C8H22N5O4S overall, computed with the ωB97M-V functional and the def2-TZVPD basis.

Output
Net charge = -1
LUMO energy = 2.30 eV
Orbital gap = 0.1173 hartree
Calculated total energy = -1290.88967 hartree
Strongest force on any atom = 0.0399 Eh/bohr

Geometry (Å):
C  5.347  0.368  2.081
C  4.383  -0.574  1.299
O  4.214  -1.806  2.008
C  2.951  0.044  1.106
O  2.403  0.421  2.353
N  1.241  1.236  2.188
C  0.119  0.341  1.840
C  -1.215  0.676  2.591
C  -2.382  -0.071  1.827
S  -2.188  -1.908  1.928
H  6.389  0.032  1.842
H  5.212  0.189  3.161
H  5.291  1.429  1.781
H  4.741  -0.814  0.274
H  3.676  -1.636  2.785
H  2.362  -0.758  0.586
H  2.974  0.898  0.376
H  -0.073  0.430  0.729
H  0.413  -0.704  2.121
H  -1.198  0.225  3.613
H  -1.433  1.761  2.654
H  -3.390  0.276  2.122
H  -2.233  0.187  0.761
H  -1.891  -2.340  0.651
C  0.059  0.166  -2.408
O  0.026  -0.092  -1.220
N  -0.823  1.007  -3.043
N  1.006  -0.374  -3.231
H  -0.776  1.212  -4.023
H  -1.542  1.444  -2.484
H  1.675  -0.993  -2.811
H  1.067  -0.184  -4.213
C  -4.341  0.311  -2.048
O  -3.881  1.085  -1.226
N  -3.581  -0.232  -3.037
N  -5.654  -0.064  -2.047
H  -3.939  -0.859  -3.732
H  -2.600  0.025  -3.061
H  -6.239  0.323  -1.329
H  -6.053  -0.696  -2.712

No. 6
A 2-piece molecular cluster, C4H12 overall, computed with the ωB97M-V functional and the def2-TZVPD basis.

Output
LUMO energy = 1.12 eV
Orbital gap = 0.4420 hartree
Relative energy (zero: lowest compared OMol25 entry of this formula, charge and spin) = 27.0 kcal per mole
Calculated total energy = -159.54194 hartree
Strongest force on any atom = 0.0397 Eh/bohr
Structure (SMILES) = CC.CC

Geometry (Å):
C  1.144  -0.483  1.279
C  1.176  0.826  2.102
H  1.146  -1.277  2.028
H  0.275  -0.482  0.610
H  2.058  -0.669  0.725
H  0.690  1.546  1.423
H  0.743  0.812  3.094
H  2.176  1.228  2.203
C  -1.354  0.511  -2.040
C  -0.987  -0.865  -1.343
H  -2.175  1.055  -1.471
H  -0.461  1.184  -2.087
H  -1.578  0.375  -3.102
H  -1.903  -1.022  -0.812
H  -0.235  -1.008  -0.588
H  -0.657  -1.590  -2.108

No. 7
A 2-piece molecular cluster, C30H27BNO6 overall, computed with the ωB97M-V functional and the def2-TZVPD basis.

Output
Net charge = +1
LUMO energy = -3.55 eV
Orbital gap = 0.2533 hartree
Relative energy (zero: lowest compared OMol25 entry of this formula, charge and spin) = 31.2 kcal per mole
Calculated total energy = -1690.25934 hartree
Strongest force on any atom = 0.0935 Eh/bohr

Geometry (Å):
C  0.631  -2.893  -2.914
C  0.897  -2.179  -1.683
C  1.643  -2.525  -0.585
C  1.549  -1.471  0.327
C  0.557  -0.579  -0.168
B  1.864  1.114  -0.785
N  3.120  0.864  -1.575
C  4.011  -0.292  -1.288
C  2.686  0.886  -3.020
C  1.330  1.532  -2.982
O  0.642  1.961  -3.877
O  0.905  1.648  -1.645
C  3.872  2.165  -1.183
C  3.367  2.499  0.191
O  3.743  3.292  1.028
O  2.219  1.716  0.439
O  0.291  -1.000  -1.474
H  1.411  -3.657  -2.965
H  -0.355  -3.374  -2.908
H  0.720  -2.282  -3.814
H  2.197  -3.468  -0.487
H  2.050  -1.346  1.295
H  4.972  -0.022  -1.736
H  4.098  -0.468  -0.209
H  3.648  -1.206  -1.780
H  3.407  1.457  -3.623
H  2.625  -0.150  -3.387
H  4.953  1.989  -1.205
H  3.624  2.937  -1.934
C  -6.154  -3.086  1.048
O  -5.239  -3.056  -0.074
C  -3.999  -2.534  0.119
C  -3.303  -2.044  -1.018
C  -2.218  -1.203  -0.857
C  -1.721  -0.955  0.416
C  -0.522  -0.028  0.580
C  -0.012  0.158  2.015
C  0.116  1.519  2.307
C  0.624  1.947  3.531
C  1.063  0.986  4.441
C  0.914  -0.375  4.165
C  0.365  -0.799  2.945
C  -0.471  2.301  1.212
C  -0.940  1.438  0.215
C  -1.769  1.919  -0.775
C  -1.991  3.308  -0.869
C  -1.412  4.181  0.064
C  -0.694  3.669  1.146
C  -2.343  -1.526  1.526
C  -3.449  -2.347  1.396
H  -7.113  -3.304  0.581
H  -5.883  -3.885  1.750
H  -6.200  -2.126  1.585
H  -3.684  -2.263  -2.009
H  -1.777  -0.737  -1.743
H  0.651  3.015  3.732
H  1.512  1.299  5.383
H  1.227  -1.126  4.888
H  0.224  -1.865  2.739
H  -2.200  1.239  -1.506
H  -2.571  3.694  -1.706
H  -1.520  5.257  -0.042
H  -0.301  4.290  1.943
H  -1.969  -1.345  2.528
H  -3.920  -2.766  2.287

No. 8
C43H57InN3OP2S2 as an isolated structure, computed with the ωB97M-V functional and the def2-TZVPD basis.

Output
Net charge = -1
LUMO energy (spin up / spin down) = 2.23 / 2.23 eV
Orbital gap (spin up / spin down) = 0.1045 / 0.1010 hartree
Relative energy (zero: lowest compared OMol25 entry of this formula, charge and spin) = 31.0 kcal per mole
Calculated total energy = -3581.26574 hartree
Strongest force on any atom = 0.0818 Eh/bohr

Geometry (Å):
In  0.844  0.164  0.227
N  3.095  -0.134  3.274
P  1.398  -0.012  3.458
C  1.259  0.358  5.285
C  0.348  1.386  5.642
C  0.112  1.714  6.968
C  0.653  0.962  8.009
C  1.488  -0.073  7.654
C  1.789  -0.414  6.329
C  0.463  -1.567  3.369
C  -0.875  -1.556  3.805
C  -1.528  -2.751  4.113
C  -0.875  -3.964  3.936
C  0.345  -3.989  3.252
C  0.993  -2.797  2.881
C  3.917  -0.072  2.122
C  5.284  0.251  2.335
C  6.075  0.096  1.254
C  5.533  -0.306  0.018
C  4.186  -0.491  -0.120
N  3.315  -0.289  0.910
H  3.673  0.042  4.103
H  -0.172  1.964  4.880
H  -0.525  2.584  7.206
H  0.435  1.169  9.060
H  1.916  -0.691  8.446
H  2.346  -1.311  6.190
H  -1.402  -0.593  3.900
H  -2.578  -2.721  4.436
H  -1.329  -4.872  4.314
H  0.783  -4.939  2.975
H  1.866  -2.805  2.238
H  5.594  0.725  3.273
H  7.134  0.288  1.316
H  6.196  -0.426  -0.841
H  3.765  -0.840  -1.080
C  0.661  1.159  2.037
H  1.113  2.140  2.335
H  -0.378  1.641  1.999
S  0.472  -2.238  -0.814
C  0.695  -3.840  -0.239
C  -0.387  -4.763  -0.367
C  -0.293  -6.080  0.047
C  0.930  -6.565  0.517
C  1.997  -5.681  0.591
C  1.924  -4.353  0.241
H  -1.327  -4.367  -0.725
H  -1.182  -6.703  0.057
H  0.991  -7.603  0.833
H  2.926  -6.066  0.997
H  2.795  -3.737  0.324
C  2.598  0.910  -4.567
C  1.897  2.167  -3.994
C  1.793  3.223  -5.094
C  2.950  2.659  -2.949
P  0.278  1.629  -3.058
N  0.551  0.984  -1.708
C  -0.816  3.229  -2.842
C  0.097  4.311  -2.191
C  -1.856  2.931  -1.780
C  -1.522  3.908  -4.065
C  -0.653  0.443  -4.292
C  -0.028  -0.952  -4.149
C  -0.709  0.916  -5.780
C  -2.076  0.405  -3.792
H  3.579  1.206  -5.019
H  2.023  0.447  -5.352
H  2.801  0.148  -3.804
H  2.825  3.340  -5.561
H  1.459  4.214  -4.717
H  1.138  2.947  -5.935
H  3.943  2.709  -3.472
H  3.048  1.885  -2.171
H  2.786  3.604  -2.424
H  0.611  3.863  -1.301
H  -0.511  5.172  -1.813
H  0.822  4.701  -2.910
H  -1.418  2.350  -0.983
H  -2.717  2.350  -2.159
H  -2.256  3.859  -1.320
H  -0.837  4.181  -4.880
H  -2.025  4.841  -3.732
H  -2.347  3.286  -4.445
H  0.755  -1.171  -4.891
H  -0.788  -1.764  -4.301
H  0.425  -1.142  -3.168
H  0.273  0.867  -6.267
H  -1.132  1.931  -5.924
H  -1.358  0.233  -6.344
H  -2.105  0.312  -2.699
H  -2.618  -0.521  -4.159
H  -2.611  1.286  -4.102
C  -3.271  -2.152  1.144
S  -2.823  -0.554  0.353
O  -1.998  0.348  1.259
C  -4.457  0.243  0.403
C  -4.786  1.053  1.475
C  -6.024  1.684  1.489
C  -6.942  1.451  0.458
C  -6.554  0.704  -0.649
C  -5.299  0.054  -0.654
H  -3.585  -1.983  2.208
H  -2.420  -2.842  1.119
H  -4.063  -2.525  0.479
H  -4.030  1.277  2.228
H  -6.267  2.335  2.337
H  -7.946  1.883  0.490
H  -7.250  0.636  -1.498
H  -5.007  -0.539  -1.494